No. 1
Density functional theory data (the ωB97M-V functional and the def2-TZVPD basis) for C24H31N4O5OsPS3 as an isolated structure.

ORCA input file:
```
! RIJCOSX wB97M-V def2-TZVPD def2/J DEFGRID3
* xyz 2 1
Os 0.319 1.137 0.760
C 3.653 -5.826 -0.977
C 3.578 -4.387 -0.564
C 4.226 -3.935 0.583
C 4.184 -2.600 0.949
C 3.476 -1.711 0.151
C 2.825 -2.131 -1.008
C 2.877 -3.465 -1.351
S 3.442 -0.025 0.569
O 4.314 0.235 1.669
O 3.415 0.791 -0.597
N 1.856 0.170 1.243
C 1.459 -0.399 2.477
C 2.153 -1.059 3.463
C 1.415 -1.432 4.584
C 0.067 -1.121 4.683
C -0.539 -0.432 3.647
N 0.155 -0.100 2.559
H 4.043 -6.452 -0.178
H 4.312 -5.933 -1.841
H 2.673 -6.202 -1.268
H 4.787 -4.634 1.189
H 4.722 -2.246 1.818
H 2.317 -1.414 -1.641
H 2.387 -3.805 -2.255
H 3.212 -1.246 3.381
H 1.907 -1.958 5.391
H -0.508 -1.400 5.553
H -1.581 -0.141 3.679
N -2.580 1.654 -4.088
C -3.458 1.020 -3.274
O -4.645 0.938 -3.475
C -2.897 0.413 -2.005
C -3.614 -0.621 -1.412
C -3.159 -1.166 -0.222
C -2.032 -0.638 0.364
N -1.344 0.385 -0.189
C -1.771 0.888 -1.372
H -2.949 2.008 -4.958
H -1.592 1.476 -4.048
H -4.520 -0.969 -1.894
H -3.677 -1.982 0.261
H -1.647 -1.024 1.296
H -1.204 1.719 -1.766
C 3.537 3.660 2.154
C 3.529 4.698 1.062
C 4.383 4.349 -0.132
O 2.133 4.946 0.570
P 0.842 4.142 0.375
S 0.175 2.973 1.989
S 1.019 2.624 -0.963
O -0.295 5.149 0.131
C -0.302 6.415 -0.684
C 0.384 6.175 -2.007
C 0.279 7.535 0.141
H 4.553 3.585 2.541
H 3.264 2.676 1.770
H 2.884 3.934 2.983
H 3.784 5.677 1.462
H 4.093 3.384 -0.548
H 5.424 4.287 0.185
H 4.310 5.115 -0.902
H -1.372 6.555 -0.823
H 1.452 5.991 -1.875
H 0.279 7.069 -2.621
H -0.068 5.343 -2.546
H 1.353 7.418 0.273
H -0.204 7.595 1.115
H 0.100 8.475 -0.381
*
```

Results
* maximum force: 0.66 eV/A
* calculated total energy: -85840.151 eV


No. 2
Density functional theory data (the ωB97M-V functional and the def2-TZVPD basis) for a 2-piece molecular cluster, C24H31N5O2 overall in a non-equilibrium geometry.

ORCA input file:
```
! RIJCOSX wB97M-V def2-TZVPD def2/J DEFGRID3
* xyz 0 1
O -4.428 3.810 -4.460
O -4.699 2.432 0.830
N 0.525 -6.038 2.721
C -4.516 3.166 -3.428
C -4.384 3.135 -0.115
C -1.071 1.489 -2.903
C -0.953 1.964 -1.638
C 0.568 -6.316 4.032
C 1.290 -5.032 2.254
C 1.374 -5.600 4.920
C 2.661 2.106 -0.231
C 3.318 1.681 -1.400
C 1.257 2.226 -0.203
C 2.571 1.357 -2.545
C 2.163 -4.553 4.446
C 0.477 1.918 -1.339
C 1.174 1.470 -2.501
C 2.119 -4.257 3.080
N 0.181 1.220 -3.420
N -4.838 4.398 -0.109
N 3.677 -3.552 1.303
N -3.539 3.216 -2.524
C -5.740 2.308 -3.180
C -4.567 5.516 -1.014
C 4.816 -4.469 1.481
C 3.876 -2.406 0.400
C 2.945 -3.133 2.503
C 2.970 -1.304 0.939
C 2.097 -1.974 1.993
C -2.046 2.450 -0.722
C -3.497 2.523 -1.229
H -1.999 1.369 -3.447
H -0.043 -7.128 4.415
H 1.256 -4.813 1.191
H 1.375 -5.863 5.972
H 3.239 2.348 0.650
H 4.396 1.599 -1.415
H 0.764 2.563 0.697
H 3.062 1.020 -3.445
H 2.794 -3.985 5.123
H 0.336 0.884 -4.360
H -5.416 4.602 0.692
H -2.744 3.783 -2.776
H -6.219 2.601 -2.249
H -5.449 1.261 -3.135
H -6.440 2.449 -4.002
H -4.891 6.448 -0.549
H -3.500 5.588 -1.228
H -5.121 5.389 -1.945
H 5.196 -4.795 0.508
H 4.511 -5.357 2.044
H 5.626 -3.973 2.025
H 4.919 -2.070 0.398
H 3.597 -2.677 -0.624
H 3.654 -2.761 3.252
H 2.365 -0.854 0.144
H 3.577 -0.518 1.399
H 1.178 -2.342 1.526
H 1.825 -1.285 2.798
H -2.032 1.815 0.164
H -1.760 3.451 -0.395
H -3.836 1.497 -1.367
*
```

Results
* maximum force: 1.94 eV/A
* calculated total energy: -36937.230 eV
* SMILES string: CNC(=O)[C@H](Cc1c[nH]c2ccccc12)NC(C)=O.CN1CCC[C@H]1c1cccnc1


No. 3
Density functional theory data (the ωB97M-V functional and the def2-TZVPD basis) for C24H31N5ORh as an isolated structure.

ORCA input file:
```
! RIJCOSX wB97M-V def2-TZVPD def2/J DEFGRID3
* xyz 1 5
Rh 0.331 0.449 0.348
C -1.293 -2.542 2.041
C -0.008 -2.028 1.439
C 0.880 -1.285 2.253
C 0.606 -1.178 3.729
C 2.049 -0.719 1.700
C 2.933 0.182 2.523
C 2.428 -1.060 0.384
C 3.779 -0.648 -0.139
C 1.563 -1.826 -0.412
C 1.953 -2.163 -1.824
C 0.341 -2.309 0.112
C -0.511 -3.190 -0.765
H -1.643 -1.890 2.839
H -1.161 -3.539 2.471
H -2.087 -2.607 1.302
H 1.487 -0.867 4.281
H 0.302 -2.153 4.114
H -0.198 -0.476 3.957
H 3.694 -0.391 3.060
H 2.354 0.741 3.254
H 3.437 0.907 1.888
H 4.497 -0.555 0.672
H 3.735 0.315 -0.653
H 4.166 -1.389 -0.834
H 2.501 -3.111 -1.854
H 2.590 -1.395 -2.255
H 1.080 -2.257 -2.460
H 0.106 -3.956 -1.235
H -0.972 -2.617 -1.574
H -1.294 -3.698 -0.212
N -0.351 0.615 -4.084
C 0.211 0.848 -2.884
O 0.031 0.015 -1.949
C 0.976 2.048 -2.713
C 1.557 2.143 -1.453
N 1.876 1.976 -0.347
C 1.020 3.070 -3.696
N 0.989 3.892 -4.505
H -0.907 -0.212 -4.211
H -0.213 1.244 -4.857
C -0.709 3.986 -0.075
C -1.668 2.949 -0.522
C -2.893 3.210 -1.255
C -3.496 2.012 -1.432
C -2.638 1.035 -0.814
C -2.903 -0.416 -0.692
N -1.534 1.628 -0.286
H -1.235 4.748 0.508
H -0.293 4.505 -0.944
H 0.108 3.573 0.507
H -3.227 4.184 -1.582
H -4.430 1.803 -1.931
H -3.440 -0.793 -1.563
H -3.537 -0.604 0.183
H -1.977 -0.970 -0.575
C -1.807 3.095 3.609
C -0.889 2.216 2.884
N -0.173 1.531 2.311
H -1.549 3.105 4.666
H -2.828 2.738 3.490
H -1.730 4.107 3.215
*
```

Results
* maximum force: 0.59 eV/A
* calculated total energy: -37890.300 eV
* expectation value of S²: 6.021